Entry a
# C4H4N2O

C4H4N2O in the gas phase (wB97M-V/def2-TZVPD, the Open Molecules 2025 dataset).

Cartesian coordinates (Å):
H -1.023 3.068 -1.612
N -0.565 2.224 -1.265
C -1.424 1.396 -0.846
N -1.023 0.103 -0.473
C -0.372 -0.549 0.298
C 0.376 -1.404 1.002
C 1.822 -1.410 0.739
O 2.404 -0.594 0.055
H -2.513 1.541 -0.842
H -0.072 -2.104 1.707
H 2.377 -2.242 1.219

The SMILES is [H]/N=C/N=C=CC=O. For the orbital gap, the calculation gives 9.4878 eV. The net charge is 0. The multiplicity is 1.

Atom-resolved charges from Mulliken, all expressed in e: atom 1 (H): 0.2530, atom 2 (N): -0.5156, atom 3 (C): 0.0706, atom 4 (N): -0.2245, atom 5 (C): 0.7770, atom 6 (C): -0.8749, atom 7 (C): 0.0176, atom 8 (O): -0.5018, atom 9 (H): 0.3154, atom 10 (H): 0.3679, atom 11 (H): 0.3152

---

Entry b
# C4H4N2O

C4H4N2O in the gas phase (wB97M-V/def2-TZVPD, the Open Molecules 2025 dataset).

Cartesian coordinates (Å):
O -0.383 0.224 -2.673
C 0.464 0.213 -1.802
C 0.196 -0.017 -0.387
C 1.058 -0.225 0.663
N 0.386 -0.358 1.838
C -0.867 -0.146 1.528
N -1.061 0.013 0.188
H 1.536 0.393 -2.026
H 2.125 -0.102 0.710
H -1.546 0.209 2.285
H -1.906 -0.204 -0.323

The SMILES is O=Cc1cnc[nH]1. For the orbital gap, the calculation gives 9.6861 eV. The net charge is 0. The multiplicity is 1.

Atom-resolved charges from Mulliken, all expressed in e: atom 1 (O): -0.5113, atom 2 (C): -0.0865, atom 3 (C): 0.4800, atom 4 (C): -0.3738, atom 5 (N): -0.5130, atom 6 (C): -0.1491, atom 7 (N): -0.1383, atom 8 (H): 0.2847, atom 9 (H): 0.3821, atom 10 (H): 0.3545, atom 11 (H): 0.2708

---

Which one sits at the bottom of the stability order? entry a does.

---

Entry a
# C4H4N2O

C4H4N2O in the gas phase (wB97M-V/def2-TZVPD, the Open Molecules 2025 dataset).

Cartesian coordinates (Å):
N -1.108 -1.962 -0.278
C -1.203 -0.836 0.183
C -1.251 0.339 0.794
N -0.188 1.240 0.967
C 0.939 1.141 0.385
C 1.399 0.120 -0.626
O 0.895 -0.029 -1.716
H -1.258 -2.042 -1.286
H -2.191 0.632 1.247
H 1.695 1.888 0.648
H 2.272 -0.491 -0.316

The SMILES is N=C=C/N=C\C=O. For the orbital gap, the calculation gives 8.8870 eV. The net charge is 0. The multiplicity is 1.

Atom-resolved charges from Mulliken, all expressed in e: atom 1 (N): -0.4707, atom 2 (C): 0.3227, atom 3 (C): -0.3067, atom 4 (N): -0.4583, atom 5 (C): 0.0967, atom 6 (C): -0.0735, atom 7 (O): -0.4243, atom 8 (H): 0.3023, atom 9 (H): 0.3399, atom 10 (H): 0.3617, atom 11 (H): 0.3100

---

Entry b
# C4H4N2O

2 unconnected molecules or ions with the total composition C4H4N2O (wB97M-V/def2-TZVPD, the Open Molecules 2025 dataset).

Cartesian coordinates (Å):
C -1.761 -1.004 -0.278
C 0.977 0.815 -0.380
C 1.008 -0.610 -0.474
C -1.000 -0.633 0.798
N -2.475 -1.124 -1.169
N 1.423 1.440 0.677
O 1.527 -1.509 -0.962
H 0.722 1.102 -1.399
H -0.783 0.364 1.015
H -0.858 -1.308 1.544
H 1.219 2.468 0.629

For the orbital gap (spin up / spin down), the calculation gives 7.5263 / 7.3092 eV. The net charge is 0. The multiplicity is 1.

Atom-resolved charges from Mulliken, all expressed in e: atom 1 (C): 0.7252, atom 2 (C): 0.0508, atom 3 (C): 0.3712, atom 4 (C): -1.1752, atom 5 (N): -0.4522, atom 6 (N): -0.5638, atom 7 (O): -0.2905, atom 8 (H): 0.3141, atom 9 (H): 0.4027, atom 10 (H): 0.3505, atom 11 (H): 0.2672

---

Entry c
# C4H4N2O

2 unconnected molecules or ions with the total composition C4H4N2O (wB97M-V/def2-TZVPD, the Open Molecules 2025 dataset).

Cartesian coordinates (Å):
O 0.390 0.327 2.722
C 0.404 0.359 1.517
C -0.517 -0.618 0.755
C -0.286 -0.363 -0.502
N 0.351 0.325 -1.308
C 1.148 1.186 -0.543
N 1.189 1.221 0.740
H -1.155 -1.296 1.291
H 1.763 1.859 -1.130
H -1.891 -1.223 -1.751
H -1.400 -1.782 -1.815

The SMILES is O=C1C=C=NC=N1.[H][H]. For the orbital gap, the calculation gives 8.3584 eV. The net charge is 0. The multiplicity is 1.

Atom-resolved charges from Mulliken, all expressed in e: atom 1 (O): -0.5369, atom 2 (C): 0.5686, atom 3 (C): -0.5194, atom 4 (C): 0.6126, atom 5 (N): -0.4627, atom 6 (C): -0.2015, atom 7 (N): -0.3992, atom 8 (H): 0.4074, atom 9 (H): 0.3945, atom 10 (H): 0.0603, atom 11 (H): 0.0765

---

Entry d
# C4H4N2O

C4H4N2O in the gas phase (wB97M-V/def2-TZVPD, the Open Molecules 2025 dataset).

Cartesian coordinates (Å):
H -0.853 2.575 1.276
N -0.570 1.751 0.761
C -0.949 1.803 -0.449
N -0.557 0.757 -1.291
C -0.192 -0.221 -0.655
C 0.119 -1.379 -0.155
C 1.247 -1.860 0.667
O 1.576 -1.492 1.768
H -1.469 2.611 -0.953
H -0.142 -1.883 -1.107
H 1.790 -2.662 0.137

The SMILES is [H]/N=C/N=C=CC=O. For the orbital gap, the calculation gives 9.5275 eV. The net charge is 0. The multiplicity is 1.

Atom-resolved charges from Mulliken, all expressed in e: atom 1 (H): 0.2285, atom 2 (N): -0.5225, atom 3 (C): -0.0245, atom 4 (N): -0.4395, atom 5 (C): 0.7542, atom 6 (C): -0.6230, atom 7 (C): 0.1708, atom 8 (O): -0.4535, atom 9 (H): 0.3811, atom 10 (H): 0.2522, atom 11 (H): 0.2762

---

Which one sits at the bottom of the stability order? entry b does.

---

Entry a
# C4H4N2O

A molecular structure, C4H4N2O (wB97M-V/def2-TZVPD, the Open Molecules 2025 dataset).

Cartesian coordinates (Å):
C 0.513 0.762 1.266
C 0.128 0.633 -0.170
C 0.025 -1.203 -0.805
C -0.887 -0.097 -0.902
N 1.413 -0.233 1.071
N 1.148 -0.343 -0.341
O 0.015 -2.434 -0.852
H 0.240 1.384 1.972
H -1.829 0.406 -1.287
H -2.844 1.832 -1.566
H 2.078 -0.707 1.612

For the orbital gap (spin up / spin down), the calculation gives 8.2010 / 7.2578 eV. The net charge is 0. The multiplicity is 1.

Atom-resolved charges from Mulliken, all expressed in e: atom 1 (C): -0.3681, atom 2 (C): 0.2358, atom 3 (C): 0.1093, atom 4 (C): -0.0118, atom 5 (N): -0.1260, atom 6 (N): -0.0749, atom 7 (O): -0.5775, atom 8 (H): 0.5053, atom 9 (H): 0.0090, atom 10 (H): 0.1319, atom 11 (H): 0.1670

---

Entry b
# C4H4N2O

A molecular structure, C4H4N2O (wB97M-V/def2-TZVPD, the Open Molecules 2025 dataset).

Cartesian coordinates (Å):
C -1.852 0.425 1.456
C 0.596 0.390 -0.305
C -0.021 -0.702 -1.165
C 0.982 -0.682 0.563
N -2.864 0.876 1.748
N 0.711 1.636 -0.489
O 0.470 -1.657 -0.196
H -1.108 -0.704 -1.210
H 0.415 -0.861 -2.150
H 1.476 -0.863 1.500
H 1.196 2.142 0.247

For the orbital gap (spin up / spin down), the calculation gives 5.3884 / 7.2002 eV. The net charge is 0. The multiplicity is 1.

Atom-resolved charges from Mulliken, all expressed in e: atom 1 (C): -0.1465, atom 2 (C): 0.3247, atom 3 (C): -0.2924, atom 4 (C): 0.1215, atom 5 (N): -0.4395, atom 6 (N): -0.5580, atom 7 (O): -0.2121, atom 8 (H): 0.2924, atom 9 (H): 0.2773, atom 10 (H): 0.3672, atom 11 (H): 0.2654

---

Entry c
# C4H4N2O

2 unconnected molecules or ions with the total composition C4H4N2O (wB97M-V/def2-TZVPD, the Open Molecules 2025 dataset).

Cartesian coordinates (Å):
C 0.625 0.800 0.094
C -0.530 1.645 -0.037
N -1.363 1.062 -0.872
O -0.772 -0.054 -1.358
C 0.389 -0.262 -0.689
H 1.621 1.052 0.620
H -0.696 2.706 0.313
H 1.199 -0.767 -1.222
C -0.643 -1.962 0.456
N 0.281 -2.519 0.862
H -1.553 -1.650 0.075

The SMILES is c1cnoc1.C#N. For the orbital gap, the calculation gives 10.5911 eV. The net charge is 0. The multiplicity is 1.

Atom-resolved charges from Mulliken, all expressed in e: atom 1 (C): -0.2748, atom 2 (C): -0.1334, atom 3 (N): -0.3434, atom 4 (O): -0.1272, atom 5 (C): -0.2427, atom 6 (H): 0.2905, atom 7 (H): 0.3538, atom 8 (H): 0.4114, atom 9 (C): 0.1553, atom 10 (N): -0.4229, atom 11 (H): 0.3333

---

Which one sits at the bottom of the stability order? entry a does.